Density functional theory data (ωB97M-V/def2-TZVPD) for a molecular structure, C46H52BF5N4OP2SSiW at a distorted geometry.

Results
charge	0
highest occupied orbital energy (alpha / beta)	-7.2 / -7.2	eV
ΔE to the lowest compared entry with this formula, charge and spin	5.9	kcal/mol

Cartesian coordinates (Å):
W  -0.60340  0.31621  0.20474
S  -1.55039  2.50134  -1.11778
P  -3.11551  0.55027  0.38113
P  -1.22589  0.07996  2.73979
Si  2.40606  2.09891  -0.12342
F  0.22835  4.66901  2.56345
F  1.86076  -6.66384  0.17553
F  -0.86297  2.82141  1.73840
F  -1.30709  4.89384  0.84911
F  -2.02200  4.40441  2.96420
O  0.87191  1.45615  -0.07745
N  -0.98264  -0.28800  -1.82433
N  -1.10419  2.65912  -3.70639
N  -0.87303  0.56737  -2.88852
N  -1.39432  -1.81417  0.19697
C  -1.63981  -4.01924  1.13053
C  -2.56196  -2.69032  -6.08444
C  -1.68814  1.38274  3.91773
C  1.93788  3.72496  -2.36366
C  1.37208  -2.55342  0.38146
C  -1.27744  -2.22953  -5.82232
C  -3.14178  -2.32825  -3.78232
C  -1.12568  1.82637  -2.63326
C  4.33071  2.57311  1.95140
C  4.60199  0.30271  -0.65497
C  3.87664  4.35649  -0.94387
C  3.04405  0.55819  -2.45072
C  -1.85876  -1.86083  -3.51151
C  -3.69039  -0.60393  1.68919
C  -3.49536  -2.73640  -5.06145
C  5.30333  -0.64108  -1.39710
C  3.73601  -0.38560  -3.19415
C  -2.02463  -3.68565  -1.17959
C  -1.48355  -1.45837  -2.13042
C  1.86369  -4.68689  1.45883
C  -4.16123  0.15305  -1.05174
C  3.94688  2.21756  4.29735
C  3.04733  2.10951  1.63823
C  2.44303  3.80892  -0.91671
C  -3.86311  2.11369  0.95234
C  -0.92974  -1.81198  -4.54968
C  1.70832  -5.32024  0.24369
C  -4.91073  -1.27001  1.64567
C  2.24057  1.68557  2.69395
C  -2.82507  -0.83003  2.76311
C  -5.28409  -2.12711  2.67134
C  3.46041  0.92419  -1.16310
C  1.26608  -3.24353  -0.83088
C  -4.44174  -2.31454  3.75755
C  1.42843  -4.61830  -0.91075
C  1.54297  4.76828  -0.12809
C  -1.31279  -2.68975  1.21907
C  4.87041  -0.98955  -2.66681
C  -0.04629  -0.85490  3.78932
C  -3.21772  -1.66463  3.80248
C  1.69211  -3.31084  1.51367
C  -2.03358  -4.53136  -0.09870
C  4.77813  2.62600  3.26392
C  -1.67554  -2.34165  -1.01515
C  2.67829  1.73946  4.00837
C  1.23579  -1.07191  0.42531
B  -0.98030  4.25581  2.03387
H  -6.23409  -2.64337  2.62611
H  5.77287  2.99431  3.48104
H  -2.28280  -5.57740  -0.21528
H  -2.83175  -3.01432  -7.08099
H  2.02498  1.43210  4.81674
H  -3.95304  2.78611  0.10193
H  0.97053  3.22331  -2.42115
H  5.00205  2.88415  1.16088
H  1.74858  -0.70176  -0.45146
H  -2.57227  1.91721  3.59308
H  0.41707  -0.14742  4.47617
H  1.23867  1.33715  2.47724
H  1.07514  -2.68051  -1.73864
H  1.81467  4.73818  -2.76207
H  -0.95486  -2.30704  2.15647
H  0.50632  4.42548  -0.10173
H  -0.54245  -2.19541  -6.61601
H  -3.83050  0.78074  -1.87916
H  2.12712  -5.26075  2.33751
H  -2.24157  -4.04989  -2.17206
H  -1.55154  -4.64579  2.00623
H  4.58478  3.64982  -1.38673
H  4.22332  4.61769  0.05587
H  -0.88480  2.10440  4.03152
H  1.78961  -0.70094  1.29490
H  -5.57932  -1.12943  0.80591
H  -0.67705  2.32129  -4.55280
H  1.84363  -2.80705  2.46102
H  -4.06680  -0.89301  -1.33850
H  6.18525  -1.10952  -0.97811
H  0.06931  -1.44926  -4.35116
H  -3.24033  2.60625  1.69501
H  -5.20120  0.38468  -0.82342
H  1.55736  5.75683  -0.60142
H  1.35664  -5.14572  -1.85322
H  2.64128  3.19754  -3.00923
H  -4.85048  1.89810  1.36366
H  -3.87900  -2.36736  -2.98930
H  5.40681  -1.73484  -3.24036
H  -4.73477  -2.97371  4.56413
H  -1.07803  3.64700  -3.52113
H  4.93813  0.53807  0.34785
H  4.28434  2.27918  5.32411
H  -4.49986  -3.09025  -5.25307
H  -0.53392  -1.63665  4.37033
H  0.73432  -1.29872  3.17743
H  -2.56900  -1.83055  4.65362
H  3.39039  -0.65500  -4.18521
H  2.13859  0.98853  -2.86545
H  1.87363  4.88252  0.90648
H  -1.88473  0.87518  4.86539
H  3.89738  5.27107  -1.54539